Entry from the Open Molecules 2025 dataset: a structure of composition C28H48BCoN3O6Si (the ωB97M-V functional and the def2-TZVPD basis).

Element x y z (Å)
Co: -0.99166 0.01072 0.53801
N: 0.36115 2.10685 2.67263
C: -0.26090 2.72808 1.60933
C: -0.19779 4.12953 1.55433
C: -0.82388 4.78287 0.52543
C: -1.50242 4.04770 -0.45091
C: -1.50857 2.68371 -0.33155
N: -0.90846 2.02552 0.68459
C: 0.55055 0.78006 3.01176
C: 1.21721 0.51230 4.21554
C: 1.46601 -0.79171 4.55880
C: 1.05430 -1.82154 3.71166
C: 0.40037 -1.47606 2.55780
N: 0.14534 -0.19871 2.20814
H: 0.78268 2.75288 3.32384
H: 0.33983 4.67435 2.31731
H: -0.78338 5.86242 0.47140
H: -1.99971 4.52325 -1.28201
H: -2.00011 2.05520 -1.06335
H: 1.52866 1.32682 4.85269
H: 1.98192 -1.01369 5.48189
H: 1.24236 -2.85760 3.94130
H: 0.06605 -2.22349 1.85038
C: -4.90847 0.92941 2.90419
C: -4.49034 -0.51403 2.69048
C: -4.59770 -1.30770 3.97603
O: -3.05971 -0.47264 2.30937
B: -3.04126 -0.57342 0.94717
O: -4.20563 -0.87109 0.35077
C: -5.15105 -1.19050 1.44005
C: -5.20594 -2.70558 1.52281
C: -6.50003 -0.62260 1.05039
H: -4.29728 1.36389 3.69380
H: -5.95161 0.99702 3.20695
H: -4.77666 1.52229 1.99989
H: -4.07330 -0.78053 4.77091
H: -4.16803 -2.29960 3.87621
H: -5.64011 -1.41305 4.27816
H: -4.22766 -3.13096 1.74191
H: -5.54089 -3.10110 0.56596
H: -5.90433 -3.03224 2.29178
H: -6.44976 0.44282 0.84513
H: -7.22949 -0.78956 1.84371
H: -6.85825 -1.12775 0.15569
C: 3.43243 1.78965 -3.22876
C: 2.16180 2.20604 -2.50904
C: 2.37008 3.51126 -1.75286
C: 0.99765 2.32871 -3.48177
O: 1.83815 1.23387 -1.49831
Si: 1.45933 -0.35017 -1.56304
O: 0.03233 -0.51761 -0.76974
O: 1.25685 -0.78651 -3.10781
C: 1.19432 -2.07167 -3.75161
C: 0.58399 -1.81002 -5.11825
C: 0.31767 -3.00170 -2.92599
C: 2.60770 -2.61427 -3.87687
O: 2.54450 -1.29437 -0.81504
C: 3.73742 -1.17445 -0.03048
C: 3.80676 -2.43973 0.81340
C: 3.66213 0.05850 0.85988
C: 4.92414 -1.09312 -0.97932
H: 3.68841 2.52895 -3.98807
H: 3.30703 0.82640 -3.71925
H: 4.26480 1.72993 -2.52877
H: 2.61421 4.32032 -2.44022
H: 3.18307 3.41332 -1.03450
H: 1.46147 3.77906 -1.21330
H: 1.20726 3.09791 -4.22580
H: 0.09365 2.61520 -2.94622
H: 0.81853 1.38936 -3.99871
H: -0.40994 -1.37803 -5.01429
H: 0.49899 -2.73498 -5.68766
H: 1.20646 -1.11696 -5.68304
H: -0.67568 -2.57518 -2.79785
H: 0.75440 -3.17000 -1.94184
H: 0.21934 -3.96948 -3.41821
H: 3.23804 -1.91108 -4.42048
H: 2.59993 -3.55628 -4.42476
H: 3.04324 -2.79214 -2.89583
H: 2.92986 -2.51179 1.45660
H: 4.69624 -2.43743 1.44319
H: 3.83814 -3.32358 0.17752
H: 2.82432 -0.02438 1.55060
H: 3.54448 0.96575 0.27201
H: 4.57547 0.14086 1.45022
H: 4.94812 -1.96712 -1.62690
H: 5.86262 -1.05164 -0.42619
H: 4.85829 -0.20398 -1.60299

Output
Electronic energy, Ha: -3408.6661
ΔE to the lowest compared entry with this formula, charge and spin, kJ/mol: 0.00
Net charge: +1
<S²>: 6.01
Multiplicity: 5
LUMO level (spin up / spin down), eV: -2.73 / -3.92

Electronic structure analysis, Mulliken charges in units of e:
1 Co 2.3890
2 N 0.1787
3 C 0.5435
4 C -0.8907
5 C -0.5855
6 C -0.7735
7 C -0.6402
8 N 0.8363
9 C 0.3434
10 C -0.8570
11 C -0.5652
12 C -0.7794
13 C -0.8079
14 N 1.2305
15 H 0.2041
16 H 0.4988
17 H 0.4207
18 H 0.4791
19 H 0.5182
20 H 0.5382
21 H 0.4349
22 H 0.5552
23 H 0.3644
24 C -1.9735
25 C 1.4681
26 C -1.8701
27 O -0.3976
28 B -0.1407
29 O -1.0421
30 C 1.4645
31 C -1.8980
32 C -1.7133
33 H 0.4907
34 H 0.3943
35 H 0.3343
36 H 0.4478
37 H 0.3831
38 H 0.3621
39 H 0.2900
40 H 0.4945
41 H 0.3849
42 H 0.3472
43 H 0.3568
44 H 0.4591
45 C -1.6609
46 C 1.7822
47 C -1.5092
48 C -1.3707
49 O 0.9769
50 Si -1.9533
51 O -0.7730
52 O 0.0032
53 C 1.7335
54 C -1.7454
55 C -1.4604
56 C -1.4541
57 O 0.2531
58 C 1.8344
59 C -1.6400
60 C -1.0824
61 C -1.5584
62 H 0.5565
63 H 0.1376
64 H 0.2705
65 H 0.4229
66 H 0.3573
67 H 0.1211
68 H 0.5281
69 H 0.1491
70 H 0.1231
71 H 0.3482
72 H 0.4517
73 H 0.3305
74 H 0.3214
75 H 0.1153
76 H 0.5178
77 H 0.3213
78 H 0.5384
79 H 0.0704
80 H 0.2117
81 H 0.3972
82 H 0.3716
83 H 0.1447
84 H 0.0062
85 H 0.5971
86 H 0.3193
87 H 0.4972
88 H 0.1208